# 1
# C16H22N2O3S

A single C16H22N2O3S molecule (wB97M-V/def2-TZVPD, the OMol25 dataset).

Computed properties:
- SMILES string = CCN(C(=O)CSc1ncccc1C(=O)O)C1CCCCC1
- HOMO-LUMO gap (eV) = 9.3585
- total charge = 0
- molecular weight (g mol⁻¹) = 322.43
- highest occupied orbital energy (Eh) = -0.325
- ΔE to the lowest compared entry with this formula, charge and spin (eV) = 0.438

Geometry (Å):
C 0.5410 3.7242 -0.9736
H 0.0269 4.6782 -1.0533
H 1.3733 3.8345 -0.2838
H 0.9366 3.4609 -1.9516
C -0.4301 2.6507 -0.4881
N 0.1921 1.3434 -0.3957
C 0.9279 0.9372 0.6487
O 1.4204 -0.1854 0.7066
C 1.1434 1.8965 1.8104
H 0.3631 2.6389 1.9393
H 2.1150 2.3814 1.7166
S 1.2341 0.8910 3.3301
C -0.2046 -0.0891 2.9821
N -1.2618 0.5768 2.5526
C -2.3725 -0.0933 2.3041
C -2.4947 -1.4590 2.5057
C -1.3742 -2.1590 2.9243
C -0.1829 -1.4760 3.1394
C 1.0644 -2.2535 3.4593
O 1.0821 -3.0965 4.3151
O 2.1154 -1.9899 2.6956
H 1.9528 -1.2999 2.0093
H -1.3965 -3.2297 3.0631
H -3.4303 -1.9619 2.3215
H -3.1976 0.5033 1.9369
C 0.0053 0.4352 -1.5345
C 1.3259 0.0261 -2.1897
C 1.0393 -0.8219 -3.4256
C 0.2302 -2.0587 -3.0472
C -1.0771 -1.6570 -2.3710
C -0.7966 -0.8065 -1.1361
H -0.2232 -1.3879 -0.4145
H -1.7317 -0.5002 -0.6599
H -1.6367 -2.5479 -2.0809
H -1.6926 -1.0897 -3.0743
H 0.8150 -2.6743 -2.3614
H 0.0199 -2.6526 -3.9386
H 1.9814 -1.1206 -3.8881
H 0.4808 -0.2304 -4.1562
H 1.9197 -0.5499 -1.4814
H 1.8918 0.9193 -2.4648
H -0.5755 0.9918 -2.2775
H -1.2627 2.5716 -1.1906
H -0.8564 2.9296 0.4775

Forces on the atoms, in the same order (eV/Å):
-0.2614 -0.1513 0.0297
-0.0062 0.1511 -0.0240
0.1001 0.0316 0.0668
0.0713 -0.0035 -0.0997
0.0473 0.4822 0.0982
-0.0190 -0.1318 -0.1449
-0.0129 0.3517 0.0909
0.2717 -0.2898 -0.2353
-0.0709 -0.3230 0.5654
0.0877 0.0005 -0.1516
-0.0027 0.0378 -0.0550
0.0521 0.3732 0.0222
0.2381 -0.1459 0.1655
-0.0066 0.3515 0.0581
-0.2817 -0.2091 -0.0349
0.1195 -0.0213 0.0133
0.0819 0.1358 0.0356
-0.1765 0.1991 -0.0308
-0.1584 0.0821 -0.0936
0.0262 -0.0399 -0.0142
0.3424 -0.2231 -0.1465
-0.1942 -0.0015 0.2117
-0.0106 -0.0916 0.0332
-0.0909 -0.0399 -0.0318
-0.1424 -0.0633 -0.0317
0.2432 -0.4697 0.1018
-0.1054 0.0908 -0.2376
0.1322 -0.1346 0.1674
-0.1845 0.1524 -0.2328
0.1442 -0.1297 0.1755
-0.2022 0.1007 -0.2085
-0.0308 0.0353 0.0416
0.0012 0.0038 0.0408
-0.0838 0.0148 -0.0428
-0.0796 -0.0149 -0.0675
0.0468 -0.0948 0.0208
0.0452 -0.0811 0.0198
-0.0050 0.0500 -0.0819
-0.0028 0.0144 -0.1023
0.0074 0.0603 -0.0184
0.0395 0.0325 0.0341
0.0378 0.0139 0.0692
0.0334 -0.0520 0.1350
-0.0405 -0.0536 -0.1110

Calculated atomic charges, method Löwdin, unit e: -0.06 0.08 0.07 0.07 -0.20 -0.01 -0.50 -0.01 -0.34 0.06 0.09 1.02 -0.53 0.08 -0.14 -0.05 0.01 -0.12 -0.53 0.12 0.10 0.06 0.13 0.10 0.11 -0.27 -0.14 -0.20 -0.20 -0.19 -0.14 0.12 0.11 0.11 0.11 0.12 0.11 0.11 0.11 0.11 0.12 0.15 0.12 0.11

---

# 2
# C16H22N4

4 unconnected molecules or ions with the total composition C16H22N4 in a non-equilibrium geometry (wB97M-V/def2-TZVPD, the OMol25 dataset).

Computed properties:
- HOMO-LUMO gap (spin up / spin down) (eV) = 6.8475 / 2.8744
- multiplicity = 2
- total charge = +1
- molecular weight (g mol⁻¹) = 270.38
- highest occupied orbital energy (spin up / spin down) (Eh) = -0.362 / -0.362

Geometry (Å):
C -18.5625 -7.3395 -18.4677
C -17.3440 -8.2419 -18.7835
C -17.0795 -9.4730 -17.8581
C -16.9135 -9.0910 -16.4420
N -16.7501 -8.8200 -15.3322
H -18.5591 -6.4713 -19.1267
H -18.4834 -6.9602 -17.4489
H -19.5582 -7.6958 -18.7320
H -16.5807 -7.4641 -18.7602
H -17.4322 -8.5478 -19.8260
H -16.1407 -9.8684 -18.2458
H -17.8707 -10.2142 -17.7448
N -15.5908 -7.4116 -12.8042
C -14.9222 -8.1617 -11.9727
C -14.3447 -7.3604 -10.9376
C -14.5308 -6.0866 -11.3656
C -15.3399 -6.0827 -12.5557
H -16.0696 -7.7431 -13.6294
H -14.8477 -9.2373 -12.0350
H -13.6346 -7.6017 -10.1605
H -14.2009 -5.1602 -10.9192
H -15.7548 -5.3972 -13.2799
N -19.9703 -5.1984 -13.7204
C -20.1596 -5.6589 -14.9540
C -19.4237 -4.7588 -15.7197
C -18.8988 -3.7579 -14.9411
C -19.1597 -4.0667 -13.6375
H -20.3276 -5.5598 -12.8475
H -20.6560 -6.6180 -14.9600
H -19.2252 -4.9187 -16.7692
H -18.3242 -2.9004 -15.2587
H -18.9078 -3.5212 -12.7401
N -18.0520 -12.3341 -22.1105
C -17.9918 -13.7075 -22.3244
C -17.1610 -14.2805 -21.3302
C -16.5412 -13.1801 -20.6272
C -17.2595 -12.1389 -21.0608
H -18.6286 -11.7106 -22.6571
H -18.5673 -14.1017 -23.1489
H -16.8631 -15.3178 -21.2902
H -15.7225 -13.1898 -19.9229
H -16.9997 -11.1836 -20.6293

Forces on the atoms, in the same order (eV/Å):
-0.1678 0.0068 -0.4002
-1.6151 0.8894 0.0225
0.1330 1.4093 0.2501
0.7637 0.4113 0.4292
-0.0831 0.0805 -0.5170
0.6326 0.2392 0.0210
-0.3819 -0.1339 0.0610
0.0141 -0.7899 0.6620
0.8725 -0.8035 0.2322
0.1904 -0.3941 0.1157
-0.1180 -0.6220 0.4333
-0.0832 -0.1373 -1.0360
-0.2208 1.1198 -1.3029
0.4423 -1.6937 1.8888
0.9523 0.8550 -0.8917
-0.5568 1.8300 -0.0544
-0.1504 -1.6716 0.2894
-0.3683 -0.4896 -0.5932
-0.2511 0.0004 -0.3010
-0.4260 -0.5151 0.0701
0.1491 -0.1785 0.1309
0.1967 0.5662 0.4169
0.7221 1.3146 4.1648
1.0556 0.5904 0.2415
-0.9976 -2.0124 -2.6933
1.3596 1.0161 0.6863
-1.1108 -0.6223 -0.6445
-0.2768 -0.3701 -0.4511
-0.0300 0.1620 -1.0931
-0.2619 0.3531 -0.0744
-0.0107 -0.1425 -0.1647
-0.3720 -0.3007 0.0892
-0.3288 -2.3109 -0.4017
0.2576 -0.5524 1.0647
0.2123 0.6800 -2.1110
-1.5217 -2.5272 -0.5394
2.0985 4.4057 1.7236
0.3174 0.0407 0.4954
0.1088 -0.3673 0.2580
-0.1812 0.0248 -0.0516
-0.3638 0.0097 0.1068
-0.6007 0.6297 -0.5323

Calculated atomic charges, method Löwdin, unit e: -0.11 -0.23 -0.15 -0.19 0.14 0.07 0.04 0.08 0.11 0.10 0.12 0.13 0.09 0.01 0.02 -0.01 0.09 0.09 0.16 0.13 0.13 0.15 -0.03 -0.11 -0.13 -0.14 -0.12 0.15 0.12 0.08 0.10 0.10 0.03 -0.11 -0.08 -0.10 -0.24 0.16 0.10 0.08 0.09 0.09

---

- Look up the molecular weight of the first one.
  322.43 g mol⁻¹